(1)
{"formula": "C12H17AlF3NO6PS", "method": "the ωB97M-V functional and the def2-TZVPD basis", "species": ["S", "P", "Al", "F", "F", "F", "O", "O", "O", "O", "O", "O", "N", "C", "C", "C", "C", "C", "C", "C", "C", "C", "C", "C", "C", "H", "H", "H", "H", "H", "H", "H", "H", "H", "H", "H", "H", "H", "H", "H", "H", "H"], "coordinates": [[4.35, 0.04, -0.52], [2.60, 0.49, 0.25], [-0.55, -0.31, 1.32], [-3.42, -3.21, 0.53], [1.56, 1.39, -3.96], [-0.80, -3.11, -2.79], [1.18, -3.00, -3.78], [0.00, 0.49, -0.25], [1.68, 2.32, -1.97], [0.72, -1.62, 1.18], [2.84, -3.00, -0.40], [-1.75, -3.34, 1.96], [1.00, -3.80, -1.60], [0.85, -1.66, -0.19], [-2.38, -1.16, 1.13], [0.54, -3.26, -2.79], [-0.32, 1.09, 2.74], [1.53, 1.32, -2.62], [1.70, -2.82, -0.72], [1.13, -0.20, -0.67], [1.31, -0.08, -2.16], [-1.52, 3.48, 0.06], [-0.43, 2.49, 2.12], [-2.43, -2.62, 1.29], [-1.74, 2.74, 1.37], [-2.36, 3.37, -0.60], [2.15, -0.67, -2.51], [-1.36, 4.53, 0.27], [0.39, -0.42, -2.62], [-0.64, 3.12, -0.45], [2.51, 0.08, 1.59], [-3.04, -0.72, 1.86], [-0.29, 3.26, 2.87], [2.45, 1.88, 0.26], [0.18, -4.09, -1.07], [-2.80, -0.94, 0.15], [0.39, 2.62, 1.43], [-2.39, 3.34, 1.99], [-0.17, -1.82, -0.61], [0.66, 1.00, 3.18], [-1.03, 1.00, 3.55], [-2.28, 1.82, 1.16]], "mulliken_charge": [-0.4521, 0.3051, 0.0370, -0.2999, -0.2755, -0.2328, -0.5030, -0.4783, -0.4544, -0.6787, -0.3993, -0.5123, -0.3475, 0.3898, -0.7502, 0.6801, -0.9805, 0.2972, -0.2242, 1.4066, -0.9832, -1.2544, -0.5460, 0.3613, -0.0948, 0.3482, 0.5254, 0.3891, 0.2945, 0.1556, 0.0465, 0.5488, 0.5410, 0.0145, 0.3460, 0.3834, 0.0449, 0.5498, 0.0566, 0.4111, 0.4385, -0.1040], "energy_ev": -61374.2971, "total_charge": -1, "homo_lumo_gap_ha": 0.3053}


(2)
{"formula": "C6H11N", "method": "the ωB97M-V functional and the def2-TZVPD basis", "species": ["N", "C", "C", "C", "C", "C", "C", "H", "H", "H", "H", "H", "H", "H", "H", "H", "H", "H"], "coordinates": [[0.62, -1.05, 0.49], [-1.04, -1.15, -1.19], [-0.50, -0.49, 0.00], [-0.40, 1.68, 1.46], [1.94, -0.40, 0.54], [-1.20, -0.47, -2.31], [-1.00, 0.74, 0.47], [-1.04, 2.55, 1.49], [-0.52, 1.23, 2.46], [-2.07, 0.86, 0.42], [-1.16, -0.98, -3.26], [2.31, -0.31, -0.48], [-0.77, -2.21, -1.25], [0.64, 1.92, 1.28], [2.58, -1.10, 1.07], [0.65, -1.98, 0.08], [-1.04, 0.61, -2.34], [2.00, 0.54, 1.06]], "mulliken_spin": [0.2511, 0.0280, 0.1876, 0.0074, 0.0134, 0.0038, 0.4215, 0.0117, 0.0530, 0.0057, 0.0020, 0.0089, 0.0075, 0.0073, -0.0009, -0.0112, -0.0015, 0.0045], "multiplicity": 2, "energy_ev": -7880.9495, "total_charge": 1, "de_lowest_kj_mol": 128.8, "homo_lumo_gap_ha": [0.3675, 0.2876], "s2": 0.7624}


(3)
{"formula": "C18H56N8O8", "method": "the ωB97M-V functional and the def2-TZVPD basis", "species": ["O", "O", "O", "O", "O", "O", "O", "O", "N", "N", "N", "N", "N", "N", "N", "N", "C", "C", "C", "C", "C", "C", "C", "C", "C", "C", "C", "C", "C", "C", "C", "C", "C", "C", "H", "H", "H", "H", "H", "H", "H", "H", "H", "H", "H", "H", "H", "H", "H", "H", "H", "H", "H", "H", "H", "H", "H", "H", "H", "H", "H", "H", "H", "H", "H", "H", "H", "H", "H", "H", "H", "H", "H", "H", "H", "H", "H", "H", "H", "H", "H", "H", "H", "H", "H", "H", "H", "H", "H", "H"], "coordinates": [[-14.77, 4.01, 13.87], [-9.42, 7.29, 17.81], [-13.27, 5.73, 18.94], [-10.80, 2.47, 11.44], [-10.20, 8.42, 12.76], [-10.80, 5.82, 14.01], [-10.30, 3.48, 17.29], [-8.15, 6.20, 9.64], [-8.27, 3.90, 9.84], [-13.45, 4.79, 16.46], [-12.38, 4.12, 11.66], [-12.80, 2.06, 12.53], [-9.10, 6.49, 20.54], [-6.95, 9.78, 11.73], [-8.78, 5.24, 11.58], [-8.91, 2.93, 14.00], [-8.60, 6.19, 18.18], [-11.91, 2.87, 11.85], [-11.17, 9.41, 13.29], [-9.05, 9.38, 10.27], [-7.20, 5.13, 19.93], [-12.41, 6.31, 17.97], [-13.07, 6.10, 16.64], [-8.88, 8.87, 12.70], [-9.13, 2.43, 15.31], [-10.76, 2.31, 17.99], [-8.38, 5.21, 10.29], [-10.24, 3.27, 15.91], [-14.33, 7.06, 16.52], [-7.79, 2.68, 16.00], [-8.78, 8.38, 17.16], [-8.52, 9.85, 11.60], [-12.72, 5.75, 20.22], [-8.00, 6.35, 19.56], [-12.67, 4.14, 16.28], [-12.12, 9.03, 13.03], [-13.89, 4.52, 17.33], [-10.15, 5.37, 13.45], [-11.74, 2.06, 17.56], [-8.80, 6.68, 21.46], [-8.79, 10.93, 11.67], [-8.90, 9.29, 17.79], [-10.20, 4.29, 15.53], [-10.12, 1.42, 17.80], [-6.99, 2.23, 15.43], [-11.64, 4.78, 11.37], [-8.35, 2.23, 13.56], [-8.49, 9.93, 9.48], [-9.40, 8.59, 16.26], [-13.27, 4.42, 12.09], [-6.78, 8.87, 11.33], [-10.97, 6.65, 13.51], [-8.13, 8.07, 12.62], [-7.57, 3.82, 15.99], [-8.56, 6.07, 12.06], [-7.30, 7.19, 19.51], [-12.36, 6.72, 20.55], [-15.56, 4.21, 14.36], [-13.91, 8.11, 16.53], [-11.01, 10.40, 12.84], [-10.17, 9.43, 10.15], [-6.59, 10.41, 11.00], [-13.70, 2.47, 12.82], [-9.77, 2.86, 13.44], [-7.83, 4.28, 19.89], [-14.15, 4.27, 14.59], [-11.24, 2.86, 15.52], [-8.99, 3.26, 10.10], [-12.13, 7.36, 18.20], [-7.73, 8.16, 16.78], [-14.70, 6.78, 15.49], [-13.54, 5.54, 20.91], [-12.34, 6.32, 15.84], [-8.81, 8.34, 10.24], [-9.31, 5.38, 18.24], [-11.13, 9.51, 14.37], [-11.92, 4.98, 20.45], [-7.77, 2.19, 16.94], [-11.42, 5.81, 17.91], [-6.77, 5.27, 20.99], [-9.41, 1.34, 15.37], [-14.98, 6.88, 17.33], [-6.32, 4.91, 19.26], [-8.81, 4.40, 12.14], [-9.66, 7.27, 20.19], [-7.88, 6.01, 17.35], [-10.74, 2.53, 19.08], [-12.80, 1.12, 12.22], [-8.56, 9.36, 13.63], [-8.20, 3.84, 8.85]], "mulliken_charge": [-0.7659, -0.1771, -0.4500, -0.7079, -0.1631, 0.0999, 0.4393, -0.6252, -0.5958, -0.4096, -0.3219, -0.3501, -0.5417, -0.7752, -0.0355, -0.3069, -0.2059, 0.6200, -0.8709, -0.8842, -1.4530, 0.6073, 0.7763, -0.8358, 0.4749, -1.0400, 0.5503, -0.5360, -1.4876, -1.4045, -0.5193, 0.2992, -0.7554, 0.4459, 0.0713, 0.2758, 0.3173, -0.0949, 0.3071, 0.2332, 0.3847, 0.2882, -0.1030, 0.3133, 0.4966, 0.2006, 0.2608, 0.3519, -0.1486, 0.2286, 0.3103, 0.2420, 0.3914, 0.0668, 0.0303, 0.1987, 0.2950, 0.3094, 0.3144, 0.3756, 0.2304, 0.2915, 0.1355, -0.3566, 0.2978, 0.4692, 0.3415, 0.2730, 0.4372, 0.3416, 0.3022, 0.3169, -0.2023, 0.1056, -0.2762, 0.2470, 0.1956, 0.3891, -0.7865, 0.3389, 0.3350, 0.3341, 0.3332, 0.1030, 0.2348, 0.5935, 0.2340, 0.2367, 0.2167, 0.2763], "energy_ev": -47874.3583, "total_charge": 0, "de_lowest_kj_mol": 105.5, "homo_lumo_gap_ha": 0.3605, "smiles": "COC[C@H](C)N.COC[C@H](C)N.COC[C@H](C)N.COC[C@H](C)N.NC(N)=O.NC(N)=O.O.O"}


(4)
{"formula": "C4H10NPS", "method": "the ωB97M-V functional and the def2-TZVPD basis", "species": ["S", "P", "N", "C", "C", "C", "C", "H", "H", "H", "H", "H", "H", "H", "H", "H", "H"], "coordinates": [[-0.97, 4.02, 0.02], [0.50, 2.77, 0.55], [0.91, -0.01, 0.02], [-0.33, -2.07, -0.40], [1.05, 2.60, 2.11], [-1.20, 0.13, -1.21], [-0.05, -0.60, -0.50], [0.37, -2.65, 0.35], [-1.29, -2.39, 0.06], [0.82, 3.31, 2.93], [-0.24, -2.63, -1.27], [1.51, 1.72, 2.43], [-1.22, -0.27, -2.24], [-2.18, 0.00, -0.60], [1.06, 1.95, -0.41], [-1.12, 1.14, -1.17], [1.62, -0.42, 0.60]], "mulliken_charge": [-0.3928, 0.2756, -0.5548, -1.2300, -0.6052, -1.1058, 0.9308, 0.2778, 0.3189, 0.2639, 0.3570, 0.2714, 0.2980, 0.2779, 0.1950, 0.2590, 0.1634], "energy_ev": -25921.7180, "total_charge": 0, "de_lowest_kj_mol": 213.9, "homo_lumo_gap_ha": 0.3075, "smiles": "C=[PH]=S.CC(C)=N"}


(5)
{"formula": "C26H31N3O3", "method": "the ωB97M-V functional and the def2-TZVPD basis", "species": ["O", "O", "O", "N", "N", "N", "C", "C", "C", "C", "C", "C", "C", "C", "C", "C", "C", "C", "C", "C", "C", "C", "C", "C", "C", "C", "C", "C", "C", "C", "C", "C", "H", "H", "H", "H", "H", "H", "H", "H", "H", "H", "H", "H", "H", "H", "H", "H", "H", "H", "H", "H", "H", "H", "H", "H", "H", "H", "H", "H", "H", "H", "H"], "coordinates": [[-3.34, 0.32, 1.08], [5.46, -1.56, 2.16], [2.34, 1.86, 3.40], [6.16, -1.42, 1.01], [2.60, -0.38, 3.32], [-4.43, -0.50, -1.78], [-5.50, -0.45, 0.49], [-3.25, 1.16, -3.18], [-3.32, -1.33, -1.32], [5.17, 0.52, 1.51], [4.87, -0.40, 2.47], [0.92, 0.50, -2.39], [6.00, -0.19, 0.60], [-1.78, 0.94, -2.93], [-4.12, -0.87, 1.02], [-1.09, 1.77, -2.06], [-4.12, 0.91, -1.93], [4.00, -0.33, 3.68], [-0.11, 1.63, 1.96], [0.25, 1.55, -1.79], [-1.10, -0.10, -3.55], [-5.63, -0.77, -1.02], [7.46, -0.71, -1.36], [-2.11, 0.33, 1.64], [-0.25, -0.58, 2.87], [6.63, 0.34, -0.64], [0.24, -0.32, -3.28], [-3.50, -1.91, 0.09], [-1.54, -0.71, 2.38], [1.88, 0.77, 3.15], [-1.38, 1.51, 1.46], [0.49, 0.58, 2.66], [-6.29, -0.97, 1.03], [-3.18, -2.16, -2.03], [8.26, -1.07, -0.71], [0.46, 2.54, 1.83], [0.76, -1.13, -3.77], [4.85, 1.54, 1.46], [-5.87, -1.82, -1.15], [1.96, 0.32, -2.17], [-4.22, -1.28, 2.04], [-3.60, 0.52, -3.98], [-2.09, -1.61, 2.59], [-4.17, -2.78, 0.07], [0.77, 2.20, -1.10], [-5.07, 1.42, -2.07], [-2.40, -0.73, -1.33], [-5.61, 0.62, 0.65], [4.23, -1.16, 4.35], [7.25, 1.20, -0.38], [2.25, -1.24, 2.93], [-1.62, -0.75, -4.24], [5.83, 0.71, -1.30], [-1.84, 2.32, 0.92], [-3.63, 1.33, -1.05], [7.90, -0.29, -2.26], [-3.40, 2.20, -3.48], [-2.53, -2.24, 0.46], [4.15, 0.63, 4.19], [-1.60, 2.60, -1.60], [-6.45, -0.18, -1.44], [0.15, -1.39, 3.47], [6.85, -1.56, -1.64]], "mulliken_charge": [-0.4190, -0.1989, -0.6855, -0.4949, -0.1762, 0.0721, -0.7441, -1.4135, -0.2183, -0.4894, 0.4472, -0.4666, 0.3487, -0.0050, 0.0988, 0.3133, -0.1170, -1.0599, -0.9755, -0.7653, -0.1278, -1.1764, -1.2540, 0.5046, -0.6460, -0.0247, -0.7943, -1.0890, -0.5496, 0.3162, -0.3948, 0.5991, 0.4656, 0.2649, 0.3124, 0.5519, 0.3910, 0.4601, 0.3723, 0.5056, 0.4128, 0.3674, 0.3986, 0.4260, 0.3968, 0.4936, -0.0759, 0.2666, 0.3430, 0.2536, 0.2779, 0.3703, 0.2281, 0.4348, 0.1482, 0.3893, 0.4159, 0.5238, 0.3981, 0.4923, 0.4704, 0.5174, 0.3128], "energy_ev": -38077.2214, "total_charge": 0, "de_lowest_kj_mol": 382.5, "homo_lumo_gap_ha": 0.3247, "smiles": "CCc1cc(CNC(=O)c2ccc(OC3CCN(CCc4ccccc4)CC3)cc2)on1"}